# C2H3BrFN

C2H3BrFN as an isolated structure (the ωB97M-V functional and the def2-TZVPD basis, the Open Molecules 2025 dataset).

```
8
Properties=species:S:1:pos:R:3:forces:R:3:mulliken_charge:R:1
Br -2.6233 0.6970 0.0825 1.61 -1.01 0.00 -0.425
F -0.7514 -1.8505 0.2236 0.30 0.66 -0.29 -0.147
N 0.4103 -0.0503 -0.8547 0.03 -1.29 1.52 -0.141
C 0.6577 0.3427 0.5566 2.44 -1.02 0.08 -0.274
C -0.3541 -0.6221 0.0150 -1.52 1.82 0.54 0.232
H 0.5352 0.1904 -1.7941 0.04 0.42 -1.30 0.260
H 0.4344 1.3889 0.7895 -0.38 -0.66 0.30 0.282
H 1.6911 -0.0962 0.9817 -2.52 1.08 -0.87 0.214
```
Forces are in eV/Å.

Its LUMO energy is -0.46 eV. As for the orbital gap: 8.60 eV. Its charge is 0.

# C3H6BrIO

A 2-piece molecular cluster, C3H6BrIO overall (the ωB97M-V functional and the def2-TZVPD basis, the Open Molecules 2025 dataset).

```
12
Properties=species:S:1:pos:R:3:forces:R:3:mulliken_charge:R:1
I 2.9981 0.1350 -1.0121 0.31 -0.66 -0.81 -0.121
Br -0.7794 1.3261 -0.6497 -0.05 -1.89 0.14 -0.203
O 2.7422 2.4175 0.5898 -0.06 3.87 1.76 -0.153
C 2.5655 1.2275 0.7797 -0.52 -2.85 0.31 -0.089
C -0.7314 -0.7404 -0.1763 -1.83 2.13 -1.34 -0.563
C -2.0687 -1.2429 0.1445 -3.27 0.45 2.27 -0.903
H -0.4116 -1.3354 -0.9689 1.26 -0.10 -1.73 0.382
H -2.4856 -0.7853 1.1825 1.00 -1.11 -2.33 0.246
H -1.9781 -2.4052 0.3067 -0.58 2.18 -0.66 0.303
H 3.0659 2.9443 -0.1432 0.28 -0.43 -1.28 0.346
H -0.0826 -0.6974 0.5966 2.12 -0.08 2.34 0.483
H -2.8344 -0.8439 -0.6497 1.33 -1.51 1.34 0.273
```
Forces are in eV/Å.

Its LUMO energy is 0.28 eV. As for the orbital gap: 9.11 eV. Its charge is 0.

# C5H6O2

C5H6O2 as an isolated structure (the ωB97M-V functional and the def2-TZVPD basis, the Open Molecules 2025 dataset).

```
13
Properties=species:S:1:pos:R:3:forces:R:3:mulliken_charge:R:1
O 0.6184 0.7894 0.7928 -0.08 0.02 0.11 -0.358
O -1.0610 0.5789 2.3314 0.33 -0.17 -0.53 -0.501
C -0.0272 -1.2199 -0.6502 -0.38 0.10 0.52 -0.464
C -0.6354 -0.8497 0.3764 0.18 -0.20 -0.39 -0.100
C 0.9956 0.9190 -1.5971 -0.01 0.00 -0.02 -1.190
C 0.9640 -0.0379 -0.4313 0.36 0.22 -0.19 0.548
C -0.4747 0.2317 1.3510 -0.25 0.14 0.41 0.759
H -2.5557 -1.3664 1.8450 -0.02 -0.02 -0.02 -0.025
H -0.0062 1.3137 -1.7875 0.13 -0.06 0.03 0.314
H 1.9411 -0.4624 -0.1957 -0.14 0.02 -0.04 0.266
H 1.6667 1.7515 -1.3646 -0.08 -0.12 -0.02 0.340
H -2.6607 -1.8662 1.2997 0.00 0.00 0.01 0.061
H 1.3477 0.3988 -2.4910 -0.05 0.07 0.13 0.352
```
Forces are in eV/Å.

Its LUMO energy is -0.82 eV. As for the orbital gap: 9.92 eV. Its charge is 0.

# C35H38MgN3O3S3Se2Si

C35H38MgN3O3S3Se2Si as an isolated structure (the ωB97M-V functional and the def2-TZVPD basis, the Open Molecules 2025 dataset).

```
86
Properties=species:S:1:pos:R:3:forces:R:3:mulliken_charge:R:1
Se 1.4631 -0.6360 -2.6308 0.01 -0.05 0.10 0.226
Se 2.0004 -3.8631 -1.4203 -0.04 -0.02 -0.03 0.312
S -1.0884 4.4650 -3.5156 -0.08 0.02 0.03 -0.019
S -3.2234 1.0884 -1.7783 0.06 -0.03 0.10 -0.013
S -2.2807 4.7648 -0.3288 -0.05 0.04 -0.04 -0.150
Si -3.1605 -2.3578 1.5162 0.02 0.03 -0.05 -0.219
Mg 0.8679 0.7809 0.6883 -0.15 0.23 -0.42 0.424
O 2.5744 -0.4372 0.6926 -0.15 -0.04 0.01 -1.064
O 0.2781 1.8454 -0.8414 -0.10 0.20 0.02 -0.065
O 4.4219 -1.9133 -0.3147 0.03 -0.14 0.06 -0.760
N 1.5577 0.5321 2.7368 -0.03 -0.10 0.11 0.906
N 0.8117 2.9486 2.0613 -0.08 -0.16 0.15 -0.190
N 2.1543 -0.6646 2.9570 -0.06 0.05 0.01 -1.350
C 2.0809 0.6951 -3.8991 -0.01 -0.05 -0.08 -0.913
C 1.8255 -2.1973 -3.7524 0.00 0.04 -0.02 -0.924
C 0.6624 2.5902 3.3460 0.05 -0.01 0.05 1.043
C -2.9723 3.3156 1.6450 -0.01 -0.01 0.02 -1.265
C -0.1679 4.7530 3.9297 0.01 -0.04 -0.03 -0.352
C 0.0079 5.1309 2.6091 0.00 -0.02 0.03 -0.854
C -0.2253 3.6961 -2.2424 0.13 -0.15 0.12 -0.938
C 4.9043 -3.9399 0.7734 0.03 0.03 0.01 -0.408
C 0.1643 3.4617 4.3075 -0.02 0.05 -0.02 -0.981
C 3.3768 -2.3756 1.8081 -0.04 0.01 -0.04 0.367
C -0.7374 -0.6161 0.9799 0.03 -0.10 0.13 0.416
C 4.2312 -2.7169 0.7473 -0.01 -0.01 -0.06 -0.050
C -4.4990 -1.2697 2.2688 0.01 -0.02 -0.01 -0.953
C -1.6841 -1.3666 1.1940 -0.04 0.03 0.01 -0.387
C 1.2313 5.3599 -2.9680 -0.01 0.03 0.02 -0.697
C 0.1726 5.5875 -3.7940 0.06 0.00 -0.03 -0.656
C 0.7888 -5.3212 -1.0052 -0.04 -0.01 0.05 -0.779
C 1.1296 1.2393 3.6992 0.04 0.10 0.01 -0.912
C -2.7832 -3.7618 2.7091 0.00 0.01 -0.01 -0.966
C -2.3548 0.3284 -4.0469 0.02 -0.03 0.01 -1.127
C -1.6764 3.1534 -0.2784 0.03 -0.08 0.02 -0.951
C 4.7192 -4.8154 1.8260 0.02 -0.01 -0.03 -0.302
C 3.8602 -4.4945 2.8736 -0.02 0.03 0.01 -0.760
C -3.1427 4.5667 1.1355 0.01 0.01 0.07 -0.570
C 0.4905 4.1858 1.7127 -0.04 0.03 -0.07 -0.179
C 0.9996 4.2741 -2.0791 0.01 -0.05 -0.03 -0.430
C -1.3576 1.1740 -3.4973 -0.05 0.04 -0.01 -0.451
C -2.1340 2.5051 0.8320 0.03 -0.02 -0.05 0.212
C 1.1816 -3.4273 -3.1390 0.00 -0.05 -0.05 -0.922
C 2.6483 -1.0838 1.8000 0.13 0.04 -0.12 0.993
C 3.2017 -3.2783 2.8546 0.03 -0.02 0.08 -0.511
C -1.6746 1.6603 -2.2631 0.07 0.02 -0.02 -0.839
C -3.8211 -3.0905 -0.0843 0.02 0.00 0.01 -0.662
C -0.7777 2.5445 -1.3742 0.16 -0.09 0.01 4.108
C -3.4250 0.1902 -3.2147 -0.03 -0.01 -0.04 -0.343
H 3.7046 -5.1882 3.6899 0.00 0.01 -0.01 0.385
H -2.3873 -3.3693 3.6486 -0.01 0.00 -0.02 0.284
H 1.8597 1.6663 -3.4614 0.01 0.04 0.06 0.114
H 0.0485 3.1239 5.3297 0.00 0.01 -0.01 0.404
H -0.4321 1.4168 -3.9955 0.00 0.02 -0.01 0.807
H 0.0830 6.3339 -4.5685 0.00 -0.03 0.02 0.455
H -3.6775 -4.3520 2.9299 0.02 0.01 0.00 0.277
H 1.7096 3.8949 -1.3571 -0.03 0.00 -0.01 0.463
H -2.2760 -0.1581 -5.0100 0.00 0.00 0.02 0.398
H -0.2363 -4.9562 -0.9694 0.01 0.02 0.00 0.082
H 3.7237 -1.2169 -0.2508 -0.01 0.14 -0.03 0.486
H -3.4225 2.9770 2.5691 0.01 0.01 -0.03 0.479
H 0.1158 -3.2544 -2.9806 0.01 0.00 0.04 0.408
H 5.5473 -4.1838 -0.0625 -0.01 -0.01 0.01 0.415
H -4.1478 -0.8251 3.2032 -0.01 -0.01 -0.01 0.294
H -1.8809 1.4732 1.0506 -0.03 0.03 -0.01 0.464
H -4.3175 -0.3956 -3.3744 0.02 0.03 0.01 0.461
H -5.4109 -1.8366 2.4783 0.01 0.01 0.00 0.301
H 1.3794 -2.0047 -4.7303 0.02 0.01 -0.01 0.379
H -0.2401 6.1241 2.2627 0.00 0.01 0.00 0.464
H -4.7436 -3.6553 0.0793 0.01 0.01 -0.01 0.290
H -3.7150 5.3818 1.5522 0.02 -0.03 -0.03 0.462
H 2.1454 5.9380 -2.9953 -0.02 -0.01 0.00 0.390
H -3.0815 -3.7601 -0.5305 -0.02 0.01 0.01 0.201
H -2.0271 -4.4275 2.2858 -0.01 0.01 0.01 0.280
H 2.9008 -2.3328 -3.8798 -0.01 -0.01 0.02 0.408
H -4.0201 -2.2953 -0.8073 0.00 -0.01 0.02 0.094
H 1.5468 0.6006 -4.8459 0.03 -0.01 0.01 0.269
H 1.0648 -5.6934 -0.0199 0.00 0.00 -0.02 0.289
H 3.1523 0.6022 -4.0651 0.01 0.01 0.00 0.398
H 1.1656 0.9103 4.7360 0.04 0.01 0.01 0.310
H 2.5293 -2.9946 3.6534 0.00 0.00 -0.02 0.460
H 0.8776 -6.1246 -1.7350 0.01 0.01 0.00 0.308
H 1.3035 -4.2911 -3.7948 0.00 0.01 -0.02 0.421
H -4.7492 -0.4542 1.5852 0.01 -0.01 0.01 0.239
H 5.2390 -5.7665 1.8234 0.00 0.00 0.00 0.375
H -0.5596 5.4529 4.6577 0.00 0.00 -0.01 0.400
H 0.6084 4.4307 0.6635 0.01 -0.02 0.02 0.493
```
Forces are in eV/Å.

Its LUMO energy is 2.29 eV. As for the orbital gap: 7.47 eV. Its charge is -1.

# C14H33CaGeN2O5

C14H33CaGeN2O5 as an isolated structure (the ωB97M-V functional and the def2-TZVPD basis, the Open Molecules 2025 dataset).

```
56
Properties=species:S:1:pos:R:3:forces:R:3:mulliken_spin:R:1
Ge 0.6648 -2.0586 -0.3029 -0.13 -0.22 0.08 0.001
Ca -0.0478 0.6714 0.0338 -1.59 -1.09 -0.43 -0.099
O -0.9283 -1.1776 -0.9896 0.35 -0.37 -0.16 0.056
O 1.5888 -0.4537 -0.7907 0.75 -0.70 -0.19 0.004
O 0.2530 -1.1189 1.3707 0.01 -0.61 -0.26 0.011
O 0.8944 4.0903 1.9542 -0.18 -0.16 -0.13 0.004
O 0.6114 2.5156 0.3677 0.82 2.37 0.62 0.028
N -1.5505 1.6075 1.7343 -0.03 0.24 0.25 0.027
N -1.0268 2.9102 1.9197 0.01 0.08 -0.07 -0.001
C -1.5578 2.3157 -1.6132 -0.47 0.47 -0.60 0.870
C 2.6040 -1.4114 -2.7816 -0.12 0.09 0.22 0.002
C 1.6676 0.9130 -2.7571 -0.10 -0.20 0.31 0.015
C 1.7063 0.0824 2.8623 -0.12 -0.13 -0.22 0.000
C 2.0046 -2.3722 2.5224 -0.19 0.13 -0.18 0.000
C 3.7268 0.3821 -1.4343 -0.19 -0.07 0.09 0.000
C 0.2729 3.2021 1.3922 0.20 0.65 0.36 -0.009
C -2.7052 -1.5796 -2.5379 0.15 0.01 0.11 0.000
C 2.3863 -0.1596 -1.9302 0.35 -0.09 -0.47 -0.003
C -3.1589 -1.0050 -0.1392 0.24 -0.06 -0.06 0.015
C 0.9764 -1.2379 2.5855 0.28 -0.08 0.45 0.001
C -2.2184 -1.7473 -1.0966 -0.46 -0.27 -0.03 0.007
C -2.2139 -3.2365 -0.7398 0.13 0.18 0.01 0.001
C -0.0214 -1.5341 3.7080 0.06 -0.01 -0.16 0.000
H -0.4886 -2.5073 3.5476 -0.02 0.01 0.01 0.000
H 2.3621 -0.0069 3.7281 -0.02 0.05 0.04 0.000
H 1.5101 -3.3136 2.2742 0.05 -0.02 0.02 0.000
H -4.1657 -1.4222 -0.1745 -0.03 0.04 0.00 0.000
H -2.6858 -0.5268 -2.8238 -0.02 0.00 -0.01 0.003
H -1.8058 1.5488 -2.3374 0.07 -0.11 0.13 0.074
H 4.2609 -0.3942 -0.8833 0.01 0.02 0.02 0.000
H -0.8009 3.0388 -1.8815 0.10 -0.11 0.13 -0.025
H 3.1161 -2.1790 -2.1978 0.01 -0.02 -0.05 0.000
H 3.5491 1.2272 -0.7669 0.05 0.02 -0.02 0.000
H 0.4802 -1.5400 4.6769 -0.03 0.00 0.02 0.000
H 0.6946 0.5309 -3.0800 0.01 0.04 -0.04 0.000
H 2.5097 -2.4842 3.4816 0.02 0.01 0.00 0.000
H -1.1441 3.3146 2.8359 -0.04 -0.05 0.11 0.000
H 1.5203 1.8024 -2.1372 0.02 0.07 -0.10 -0.003
H -1.3889 1.0187 2.5468 -0.02 -0.01 0.06 0.000
H 4.3483 0.7120 -2.2676 0.01 0.00 -0.01 0.000
H -3.2168 -3.6532 -0.8350 -0.01 -0.01 0.01 0.000
H -2.0515 -2.1308 -3.2160 -0.01 0.01 -0.01 0.000
H 2.7531 -2.1564 1.7553 0.04 -0.05 0.04 0.000
H -0.8105 -0.7790 3.7318 0.01 0.01 0.02 0.000
H 0.9991 0.8955 3.0503 0.02 0.02 0.02 0.000
H 2.3128 0.3497 1.9932 0.04 0.03 0.05 0.000
H -2.5494 1.6578 1.5828 -0.06 0.05 -0.01 -0.002
H 3.2071 -1.1750 -3.6579 0.01 -0.02 -0.02 0.000
H 1.6416 -1.8109 -3.1129 0.04 -0.02 -0.06 0.000
H -2.3350 2.6547 -0.9404 0.09 -0.11 0.11 0.022
H 2.2464 1.1897 -3.6373 0.01 0.04 -0.01 0.002
H -3.2047 0.0520 -0.4162 -0.05 0.01 0.03 -0.003
H -2.7744 -1.0951 0.8801 -0.04 0.03 0.01 0.002
H -1.8745 -3.3771 0.2900 -0.03 -0.05 -0.01 0.000
H -1.5455 -3.7843 -1.4068 -0.02 -0.03 0.03 0.000
H -3.7238 -1.9538 -2.6504 -0.01 0.01 -0.02 0.000
```
Forces are in eV/Å.

As for the multiplicity: 2. Its LUMO energy (alpha / beta) is 0.31 / -0.90 eV. As for the orbital gap (alpha / beta): 8.94 / 7.75 eV. Its charge is 0.

# C37H42HgN4P2

C37H42HgN4P2 as an isolated structure (the ωB97M-V functional and the def2-TZVPD basis, the Open Molecules 2025 dataset).

```
86
Properties=species:S:1:pos:R:3:forces:R:3:mulliken_charge:R:1
Hg -0.3902 3.0166 -0.2986 -2.40 0.75 -0.77 0.393
P 2.5414 -0.1838 1.3147 2.53 -2.41 1.32 -0.214
P 1.7151 -0.3903 -2.3842 1.82 -2.54 -2.69 0.270
N 2.4030 -1.8778 1.8225 -1.21 -0.42 0.26 0.559
N 1.0429 -1.8562 -3.1500 -0.90 -0.16 -0.11 0.672
N 2.9510 -0.2418 -3.7431 0.02 0.88 0.39 0.365
N 3.9799 0.0599 2.3939 0.51 1.27 -0.17 0.279
C 3.5454 -0.5688 -0.2046 0.09 0.42 -0.18 -1.263
C 3.1397 -3.0115 1.4594 -0.42 -0.24 -0.16 -0.414
C 0.8460 -3.8803 -4.1789 0.37 1.39 0.90 -0.835
C -3.3512 3.8184 0.8317 -0.82 -0.06 0.74 1.366
C 4.4063 0.8131 -5.1211 -0.65 -0.15 0.52 -0.580
C -2.4186 5.3438 3.0084 -0.54 0.31 -0.23 -0.473
C -0.0450 -1.7854 -4.0282 0.59 -1.36 0.05 -0.654
C 1.2412 -2.3389 2.4611 0.40 -1.06 -0.36 -0.639
C 3.3190 0.9934 -4.2735 0.68 -0.66 -0.24 -0.426
C -1.7939 -0.4463 0.5847 0.00 0.50 0.27 1.129
C -1.8593 -0.5989 2.1235 -0.02 -0.74 -0.10 -0.502
C 1.5861 -3.1450 -3.2535 -1.00 -0.04 -0.64 -0.339
C -2.1035 -1.6832 -0.2170 0.00 0.55 -0.41 -0.674
C 4.8668 -0.8199 3.0364 0.44 1.01 -0.05 -0.219
C -3.9726 -2.6115 1.2038 0.00 0.08 0.46 -0.909
C -3.1605 -0.1938 2.7601 -0.54 0.30 0.28 -0.898
C -4.8074 -1.2944 1.2092 0.52 -0.29 -1.19 -0.575
C -3.7778 5.1479 2.8922 0.97 -0.14 0.04 -0.911
C 4.7167 -0.5858 -5.1402 -1.01 0.14 0.97 -0.698
C -5.6275 4.0262 1.7994 -1.11 -0.64 -0.61 -0.603
C -6.1303 3.1490 0.8465 0.67 0.55 0.44 -0.763
C 5.8038 1.2608 3.0637 -1.01 -0.61 -0.49 -0.586
C -3.9352 3.0701 -0.2286 -0.45 -0.51 0.31 -0.194
C -2.8728 -2.6934 0.1699 -0.30 -0.43 0.02 -0.523
C -1.9472 3.9590 1.0431 1.31 0.45 -0.14 -1.066
C 4.5788 1.3280 2.4019 0.76 -1.02 0.80 -0.424
C -0.3028 2.8713 -2.4884 0.79 -0.41 0.01 -1.167
C 3.8128 -1.2037 -4.2822 0.26 0.71 -0.20 -0.177
C -0.1906 -3.0205 -4.6612 0.49 1.03 0.68 -0.694
C 5.9920 -0.1071 3.4677 -1.50 0.15 -0.84 -0.633
C 2.4386 -4.1547 1.7946 -0.08 0.78 0.08 -0.868
C -5.2697 2.6782 -0.1706 0.57 0.24 -0.34 -0.432
C -1.5137 4.8025 2.0480 -0.53 0.00 0.32 -0.385
C -4.2702 4.3795 1.8155 0.80 -0.57 -0.37 1.014
C 1.2233 -3.7304 2.4354 0.26 1.15 -0.08 -0.625
C 2.8192 -1.3834 -1.2933 0.30 0.29 0.87 -0.827
C -4.3605 -0.2217 2.1462 0.22 0.39 0.42 -0.483
H -0.4706 5.1064 2.1196 -0.10 -0.42 0.20 0.324
H 3.7175 -2.2491 -4.0317 -0.01 0.18 -0.11 0.320
H -6.2878 4.4119 2.5891 0.33 -0.12 -0.39 0.316
H -4.6703 -3.4277 0.9707 0.21 0.14 0.14 0.515
H 0.4217 -4.3551 2.8187 0.30 0.16 -0.03 0.451
H 2.7476 -5.1836 1.6041 -0.03 0.49 0.12 0.435
H 2.7631 1.8774 -3.9881 0.16 -0.05 -0.11 0.311
H -4.4869 5.5159 3.6338 0.25 -0.02 -0.12 0.338
H -5.0944 0.5867 2.3097 0.00 -0.88 0.88 0.351
H -3.1020 0.1250 3.8140 0.12 0.98 -0.82 0.440
H 3.8561 0.4207 -0.5795 0.09 -0.26 -0.06 0.668
H 3.6023 -1.8670 -1.8936 -0.43 0.18 0.08 0.189
H -4.8814 -0.9294 0.1746 -0.04 -0.07 0.00 0.269
H 4.0656 2.1506 1.9417 -0.02 0.26 -0.02 0.383
H 5.5097 -1.0826 -5.6882 -0.24 0.12 0.09 0.431
H 2.2191 -2.1730 -0.8269 0.02 0.10 -0.04 0.662
H 4.6301 -1.8624 3.1552 -0.06 0.04 0.02 0.427
H -1.7122 -1.6603 -1.2356 0.64 -0.57 0.34 0.338
H -0.6022 -0.8671 -4.1043 -0.09 -0.01 -0.09 0.397
H -3.5753 -2.8057 2.2126 -0.29 0.01 -0.11 0.276
H -0.1823 1.8512 -2.9053 -0.02 0.69 0.34 0.117
H -3.3048 2.7652 -1.0721 -0.21 -0.11 0.40 0.276
H -5.6621 1.9929 -0.9256 0.11 0.33 0.11 0.392
H -1.2243 3.3320 -2.8943 0.39 -0.19 0.52 0.406
H -5.8363 -1.5607 1.4812 0.16 0.15 0.16 0.475
H -2.3793 0.4323 0.2848 -0.30 -0.12 0.03 -0.088
H -0.7711 -0.1171 0.3289 -0.04 -0.43 0.00 -0.290
H -1.0633 0.0224 2.5482 -0.24 0.09 0.10 0.544
H 1.0492 -4.8966 -4.4702 -0.05 -0.03 0.03 0.450
H -1.5992 -1.6228 2.3996 0.19 -0.15 -0.12 0.222
H 4.9293 1.5907 -5.6550 -0.11 0.00 -0.03 0.413
H 6.8411 -0.5111 4.0009 -0.18 -0.01 -0.03 0.428
H -0.9398 -3.2666 -5.3920 -0.08 0.01 -0.03 0.450
H 4.4687 -1.0995 0.0984 -0.51 0.44 -0.02 0.425
H 6.4796 2.0846 3.2364 -0.08 -0.04 -0.03 0.414
H -2.0504 5.9270 3.8479 0.12 -0.02 -0.18 0.359
H -2.7793 -3.6839 -0.2974 -0.27 0.67 -0.43 0.397
H 4.1150 -2.9207 0.9988 -0.27 -0.03 0.02 0.528
H -7.1706 2.8439 0.8653 0.10 0.01 0.03 0.393
H 0.5589 3.4977 -2.7574 -0.25 -0.27 -0.27 0.312
H 0.5637 -1.6390 2.9328 0.05 -0.11 -0.29 0.647
H 2.4388 -3.4429 -2.6664 -0.16 -0.05 -0.07 0.516
```
Forces are in eV/Å.

Its LUMO energy is -0.64 eV. As for the orbital gap: 7.34 eV. Its charge is 0.

Computed F_max (eV Å⁻¹) in order:
2.9; 4.3; 0.6; 0.5; 2.6; 4.1
Computed E_tot (eV) in order:
-76369.4456; -83395.2181; -9371.6590; -224048.9781; -103229.0381; -67757.9788
Computed relative energy (zero: lowest compared OMol25 entry of this formula, charge and spin) (kcal per mole) in order:
34.7; 73.4; 125.4; 0.0; 0.0; 46.0